[1]
This record from the OMol25 dataset describes a 2-piece molecular cluster, C2H3NO4PS overall. The level of theory is the ωB97M-V functional and the def2-TZVPD basis.

```
12
Properties=species:S:1:pos:R:3:forces:R:3:lowdin_charge:R:1
C 2.104 2.541 -0.083 1.6 -4.5 -0.8 -0.355
C -0.095 -0.304 0.067 0.3 -0.1 -2.7 -0.159
N 1.709 3.603 -0.036 -1.1 2.9 0.2 -0.114
O 2.987 -2.590 0.163 0.3 0.4 -0.6 -0.330
O 2.201 -0.815 1.924 0.3 0.2 -0.8 -0.333
O 4.501 0.338 -0.717 -0.7 -0.2 -0.1 -0.574
O 0.744 -1.428 -0.094 1.4 -0.4 -0.3 -0.315
P 2.271 -1.366 0.551 -1.9 -0.2 1.4 0.168
S 3.051 0.217 -0.938 0.3 1.3 0.7 0.858
H -0.733 -0.429 0.862 -1.1 0.0 2.3 0.057
H -0.745 -0.185 -0.820 0.3 -0.4 0.1 0.094
H 0.488 0.579 0.060 0.4 1.2 0.7 0.001
```
Positions in Å, forces in eV/Å.

Its LUMO energy (alpha / beta) is 1.182 / 1.180 eV. The charge is -1. For the energy relative to the best compared isomer or geometry (same formula, charge and spin), the calculation gives 0.5410 eV. The HOMO energy (alpha / beta) is -6.28 / -6.28 eV.



[2]
This record from the OMol25 dataset describes a 2-piece molecular cluster, C2H3NOPS overall. The level of theory is the ωB97M-V functional and the def2-TZVPD basis.

```
9
Properties=species:S:1:pos:R:3:forces:R:3:lowdin_charge:R:1
C 0.109 0.159 -0.281 -0.8 -2.4 -2.4 -0.249
C 0.047 1.357 0.491 -2.7 1.2 1.2 -0.076
N -0.405 -0.435 -1.208 1.4 1.3 2.3 -0.128
O -0.706 -1.385 -1.861 0.3 -0.1 0.1 -0.016
P 0.822 -1.797 1.173 -0.7 -1.0 -2.7 0.662
S 0.419 -2.961 -0.266 0.5 0.6 1.9 0.458
H 0.861 1.556 1.211 -0.8 -0.5 -0.2 0.102
H -1.072 1.274 0.862 2.4 0.4 0.5 0.157
H -0.074 2.231 -0.122 0.4 0.4 -0.7 0.091
```
Positions in Å, forces in eV/Å.

Its LUMO energy is -7.073 eV. The charge is +1. For the energy relative to the best compared isomer or geometry (same formula, charge and spin), the calculation gives 1.9684 eV. The HOMO energy is -14.91 eV.



[3]
This record from the OMol25 dataset describes one molecule with the formula C2H3NOS. The level of theory is the ωB97M-V functional and the def2-TZVPD basis.

```
8
Properties=species:S:1:pos:R:3:forces:R:3:lowdin_charge:R:1
O -1.520 -1.038 -0.096 0.0 1.8 -0.1 0.010
C -1.195 0.151 -0.105 -3.5 -2.3 -0.5 -0.345
N 0.050 0.549 0.070 3.2 -1.1 0.7 0.007
C 1.068 -0.414 0.202 0.7 -0.8 -1.2 -0.634
S 2.703 -0.301 -0.115 -2.3 0.4 0.7 0.613
H -1.947 0.970 -0.301 0.7 -0.6 0.3 0.151
H 0.255 1.503 0.027 0.6 1.5 -0.2 0.117
H 0.588 -1.421 0.319 0.6 1.1 0.2 0.080
```
Positions in Å, forces in eV/Å.

Its LUMO energy is -0.660 eV. For the energy relative to the best compared isomer or geometry (same formula, charge and spin), the calculation gives 0.4019 eV. The HOMO energy is -9.15 eV.



[4]
This record from the OMol25 dataset describes a 2-piece molecular cluster, C2H3NOS overall. The level of theory is the ωB97M-V functional and the def2-TZVPD basis.

```
8
Properties=species:S:1:pos:R:3:forces:R:3:lowdin_charge:R:1
C 1.627 -0.207 0.129 -1.2 -1.3 2.6 -0.069
C 0.283 -0.701 -0.132 -2.0 0.0 -1.1 -0.308
N -0.784 -1.095 -0.356 1.3 0.4 0.4 0.129
H 2.191 -0.174 -0.766 0.6 0.3 -0.7 0.061
H 1.535 0.752 0.720 0.6 -1.2 -0.7 0.107
H 1.939 -1.109 0.763 0.6 1.7 -0.5 0.111
O -2.901 1.684 -0.527 0.3 0.3 -0.2 -0.714
S -3.889 0.849 0.170 -0.3 -0.3 0.2 0.684
```
Positions in Å, forces in eV/Å.

Its LUMO energy (alpha / beta) is -1.140 / -1.172 eV. For the energy relative to the best compared isomer or geometry (same formula, charge and spin), the calculation gives 2.3417 eV. The HOMO energy (alpha / beta) is -8.95 / -8.93 eV.



[5]
This record from the OMol25 dataset describes a 2-piece molecular cluster, C2H3NOS overall. The level of theory is the ωB97M-V functional and the def2-TZVPD basis.

```
8
Properties=species:S:1:pos:R:3:forces:R:3:lowdin_charge:R:1
N -0.865 1.284 0.092 0.9 3.3 -0.7 0.211
C -1.508 0.296 0.141 0.2 -1.6 0.7 -0.469
O -1.808 -0.792 0.368 -1.4 -1.5 -0.1 0.156
H -1.083 2.153 -0.365 0.1 0.0 0.1 0.097
C 1.250 -0.814 -0.085 -0.3 0.4 1.8 -0.625
S 2.687 -0.039 -0.051 -1.3 -0.9 -0.1 0.574
H 0.676 -1.134 0.896 1.4 0.5 -2.0 0.053
H 0.651 -0.953 -0.996 0.5 -0.1 0.2 0.004
```
Positions in Å, forces in eV/Å.

Its LUMO energy is -0.318 eV. For the energy relative to the best compared isomer or geometry (same formula, charge and spin), the calculation gives 1.2678 eV. The HOMO energy is -8.78 eV.



[6]
This record from the OMol25 dataset describes one molecule with the formula C2H3NOS. The level of theory is the ωB97M-V functional and the def2-TZVPD basis.

```
8
Properties=species:S:1:pos:R:3:forces:R:3:lowdin_charge:R:1
C -0.545 0.268 -0.266 3.6 -4.1 1.2 -0.317
C 0.673 -0.356 0.593 -2.1 -1.3 0.2 -0.302
N 1.860 -0.240 1.014 1.7 4.2 -2.0 0.053
O -2.451 0.329 -1.742 -0.4 -1.6 -0.4 -0.585
S -1.511 -0.686 -1.183 0.3 3.3 0.7 0.958
H -0.764 1.263 -0.151 -0.6 2.3 -0.1 0.030
H 0.372 -1.248 1.105 -1.4 -0.9 -0.3 0.069
H 2.366 0.668 0.630 -1.1 -2.0 0.8 0.094
```
Positions in Å, forces in eV/Å.

Its LUMO energy is -1.117 eV. For the energy relative to the best compared isomer or geometry (same formula, charge and spin), the calculation gives 3.1175 eV. The HOMO energy is -9.79 eV.



[7]
This record from the OMol25 dataset describes one molecule with the formula C2H3NOS2. The level of theory is the ωB97M-V functional and the def2-TZVPD basis.

```
9
Properties=species:S:1:pos:R:3:forces:R:3:lowdin_charge:R:1
C 0.332 0.481 -0.063 -0.2 -0.1 -0.5 -0.091
C -0.286 -0.349 -1.204 0.3 0.3 0.1 -0.524
N 0.235 0.191 1.168 0.0 0.1 0.3 -0.813
O -0.896 -1.445 -0.946 -0.3 -0.8 1.1 -0.211
S 0.557 0.727 2.799 0.0 -0.1 -0.5 0.586
S -0.448 -1.013 2.146 -0.2 -0.3 -0.6 0.667
H 0.854 1.383 -0.345 0.1 0.2 0.2 0.133
H -0.937 0.458 -1.651 0.2 0.3 -0.1 0.130
H 0.590 -0.432 -1.904 0.1 0.3 0.0 0.124
```
Positions in Å, forces in eV/Å.

Its LUMO energy is -1.543 eV. For the energy relative to the best compared isomer or geometry (same formula, charge and spin), the calculation gives 4.9942 eV. The HOMO energy is -7.82 eV.



[8]
This record from the OMol25 dataset describes one molecule with the formula C2H3NOS2. The level of theory is the ωB97M-V functional and the def2-TZVPD basis.

```
9
Properties=species:S:1:pos:R:3:forces:R:3:lowdin_charge:R:1
N -1.593 -0.581 -0.029 -0.8 1.0 0.8 -0.005
C -0.566 0.453 -0.362 -3.2 -1.5 3.1 -0.617
O -0.943 1.582 -0.494 0.3 0.6 -1.1 0.058
C 0.862 0.088 -0.097 -0.5 -4.4 0.2 -1.100
S 1.002 -1.567 0.254 1.2 1.9 -0.4 0.668
S 2.082 1.241 -0.098 1.2 0.2 -0.1 0.844
H -1.413 -1.484 0.575 -0.2 2.9 -2.0 0.071
H -2.581 -0.096 0.128 3.1 -1.4 -0.5 0.141
H 3.150 0.365 0.124 -1.2 0.6 -0.1 -0.059
```
Positions in Å, forces in eV/Å.

Its LUMO energy is -1.469 eV. For the energy relative to the best compared isomer or geometry (same formula, charge and spin), the calculation gives 1.4602 eV. The HOMO energy is -9.11 eV.



[9]
This record from the OMol25 dataset describes C2H3NOS3 as an isolated structure. The level of theory is the ωB97M-V functional and the def2-TZVPD basis.

```
10
Properties=species:S:1:pos:R:3:forces:R:3:lowdin_charge:R:1
C -1.506 -0.405 0.269 0.7 1.3 0.4 -0.667
C -0.051 0.180 0.025 -1.3 -1.1 -0.8 -0.036
N -2.348 0.413 0.805 1.1 -0.2 0.6 -0.352
O -3.701 -1.641 0.135 -1.2 1.0 1.0 -0.795
S -2.245 -1.837 -0.384 2.4 -0.4 -1.0 0.916
S -4.484 1.318 -0.698 -0.1 -0.7 0.5 0.188
S -3.932 0.140 0.727 -0.9 0.3 -1.1 0.505
H 0.356 0.862 0.803 -0.6 -0.9 -0.3 0.095
H -0.305 0.765 -0.854 0.2 0.6 -0.1 0.072
H 0.663 -0.552 -0.390 -0.2 0.1 0.8 0.074
```
Positions in Å, forces in eV/Å.

Its LUMO energy is -0.448 eV. For the energy relative to the best compared isomer or geometry (same formula, charge and spin), the calculation gives 1.6771 eV. The HOMO energy is -9.00 eV.



[10]
This record from the OMol25 dataset describes a 2-piece molecular cluster, C2H3NOS3 overall. The level of theory is the ωB97M-V functional and the def2-TZVPD basis.

```
10
Properties=species:S:1:pos:R:3:forces:R:3:lowdin_charge:R:1
S 1.573 -0.839 3.163 0.2 -0.2 1.0 0.657
C 0.734 -1.086 1.811 0.3 0.8 0.1 -1.164
C 1.303 -0.934 0.489 -3.3 -0.8 -2.1 -0.204
N 0.407 -1.101 -0.452 1.6 0.6 -0.7 -0.022
O -0.859 -1.304 -0.089 0.4 -0.1 1.2 -0.424
S -0.975 -1.331 1.621 0.6 -0.1 -0.3 1.033
H 2.279 -0.695 0.097 0.3 -0.1 0.7 0.125
S -1.089 2.703 -2.534 1.0 1.0 -0.6 0.496
H -1.585 1.502 -2.620 -0.5 -0.9 0.1 -0.256
H -1.788 3.084 -1.485 -0.4 -0.1 0.5 -0.240
```
Positions in Å, forces in eV/Å.

Its LUMO energy (alpha / beta) is -1.006 / -1.007 eV. For the energy relative to the best compared isomer or geometry (same formula, charge and spin), the calculation gives 2.4755 eV. The HOMO energy (alpha / beta) is -9.11 / -9.11 eV.



[11]
This record from the OMol25 dataset describes a 2-piece molecular cluster, C2H3NS overall. The level of theory is the ωB97M-V functional and the def2-TZVPD basis.

```
7
Properties=species:S:1:pos:R:3:forces:R:3:lowdin_charge:R:1
C -0.619 -0.257 0.417 -0.3 -2.8 -2.7 -0.031
C -0.530 -1.044 -0.512 1.0 1.5 -0.2 -0.031
H -1.056 -0.062 1.307 -0.7 1.3 2.5 -0.010
H -0.111 -1.375 -1.455 -0.5 -0.2 0.5 0.026
N 1.842 0.753 -0.602 0.4 0.1 1.1 -0.497
S 2.666 -0.342 0.145 -0.2 0.5 -0.6 0.578
H 2.025 0.828 -1.594 0.3 -0.3 -0.6 -0.035
```
Positions in Å, forces in eV/Å.

Its LUMO energy (alpha / beta) is -1.152 / -1.151 eV. For the energy relative to the best compared isomer or geometry (same formula, charge and spin), the calculation gives 4.4542 eV. The HOMO energy (alpha / beta) is -8.56 / -8.54 eV.



[12]
This record from the OMol25 dataset describes C2H3NS as an isolated structure. The level of theory is the ωB97M-V functional and the def2-TZVPD basis.

```
7
Properties=species:S:1:pos:R:3:forces:R:3:lowdin_charge:R:1
C -0.888 1.421 -0.036 2.1 -4.2 0.6 0.155
C 0.611 -0.667 -0.005 0.2 -0.7 0.6 -0.660
N -0.103 0.514 0.047 -3.1 2.9 -0.8 -0.164
S 2.133 0.345 -0.002 0.0 -0.8 0.1 0.442
H -0.941 2.444 0.139 0.0 1.6 -0.1 0.064
H 0.326 -1.345 0.802 0.5 0.7 1.1 0.085
H 0.321 -1.360 -0.778 0.2 0.6 -1.5 0.078
```
Positions in Å, forces in eV/Å.

Its LUMO energy (alpha / beta) is -0.512 / -0.512 eV. For the energy relative to the best compared isomer or geometry (same formula, charge and spin), the calculation gives 3.6783 eV. The HOMO energy (alpha / beta) is -7.87 / -7.87 eV.